Record 1
A structure of composition C24H72FINa2O32P8 at a distorted geometry, computed with the ωB97M-V functional and the def2-TZVPD basis.

**DFT total energy**: -185558.946 eV
**LUMO energy**: 0.09 eV
**F_max**: 4.67 eV/Å
**HOMO energy**: -7.3 eV
**Energy above the lowest of the compared OMol25 structures with the same formula, charge and spin**: 0.00 kJ/mol

Positions of all 140 atoms, in Å:
Na: 4.1619 1.5846 0.3321
Na: -0.5241 0.6026 -0.1044
F: 1.7325 1.3733 0.3581
I: -2.7926 2.2479 -1.6725
C: -5.2749 -0.6146 0.2065
O: -6.1047 -1.6960 0.7455
P: -6.8566 -1.4026 2.1550
O: -7.3854 -2.6673 2.6654
O: -5.7720 -0.6152 3.0946
C: -4.5335 -1.2123 3.4577
O: -7.8561 -0.1907 1.7313
C: -8.9197 -0.4072 0.7852
H: -5.7680 0.3560 0.1527
H: -4.7867 -0.8644 -0.7355
H: -4.4106 -0.4586 0.8521
H: -4.3851 -1.3863 4.5234
H: -3.7122 -0.6791 2.9789
H: -4.5276 -2.2538 3.1364
H: -9.8560 -0.5825 1.3149
H: -8.7999 -1.2806 0.1442
H: -9.0099 0.4810 0.1598
C: -3.2778 -1.9020 -4.2776
O: -3.2120 -2.6571 -5.5036
P: -2.4886 -1.9680 -6.8315
O: -2.5274 -2.8538 -8.0193
O: -3.3346 -0.5640 -7.0411
C: -2.8755 0.2285 -8.1572
O: -0.9953 -1.5368 -6.2457
C: 0.0558 -1.0773 -7.0795
H: -2.4600 -2.0782 -3.5789
H: -4.2495 -2.0486 -3.8062
H: -3.2981 -0.8401 -4.5229
H: -2.5459 -0.3145 -9.0430
H: -2.0585 0.8832 -7.8539
H: -3.7487 0.8634 -8.3068
H: 0.2997 -0.0555 -6.7886
H: -0.2237 -1.1481 -8.1306
H: 0.9863 -1.6381 -6.9908
C: -3.3563 -4.7399 -0.7995
O: -2.7614 -3.4654 -0.6931
P: -1.1479 -3.3812 -0.6308
O: -0.7315 -1.9583 -0.6735
O: -0.8075 -4.1187 0.7689
C: -1.4080 -3.6060 1.9922
O: -0.6669 -4.4034 -1.7821
C: 0.6358 -4.2902 -2.3634
H: -3.3263 -5.2634 -1.7551
H: -4.4080 -4.4617 -0.7312
H: -2.9141 -5.3665 -0.0250
H: -2.4599 -3.3219 1.9596
H: -0.8493 -2.7408 2.3492
H: -1.2564 -4.3915 2.7325
H: 1.2702 -5.1299 -2.0798
H: 1.1725 -3.3941 -2.0518
H: 0.5275 -4.3149 -3.4477
C: 0.6614 4.4166 -0.2149
O: 1.7186 5.1921 -0.7864
P: 3.1640 5.3352 0.0467
O: 4.0498 4.1705 -0.0762
O: 3.7628 6.7139 -0.5153
C: 4.4632 6.7615 -1.7788
O: 2.6977 5.6747 1.5384
C: 1.9254 6.7756 1.8737
H: 0.7560 3.9429 0.7622
H: 0.4588 3.7325 -1.0389
H: -0.1473 5.1345 -0.0778
H: 5.5090 6.9635 -1.5470
H: 4.0276 7.5046 -2.4468
H: 4.5460 5.8390 -2.3534
H: 2.4647 7.2539 2.6913
H: 0.9042 6.4891 2.1252
H: 1.8729 7.5331 1.0917
C: 4.9318 -0.6325 -4.8046
O: 3.7153 -0.9787 -4.1476
P: 3.2432 0.0920 -3.0198
O: 4.2168 0.2144 -1.9320
O: 2.9656 1.4884 -3.8254
C: 2.3287 2.6893 -3.3456
O: 1.7701 -0.3583 -2.4837
C: 0.7476 -0.3495 -3.4656
H: 5.7039 -1.3537 -4.5368
H: 5.2994 0.3840 -4.6644
H: 4.6265 -0.8206 -5.8339
H: 2.4942 3.5810 -3.9503
H: 2.7214 2.8832 -2.3474
H: 1.2642 2.4837 -3.2328
H: 0.0275 0.4092 -3.1589
H: 0.2427 -1.3133 -3.4009
H: 1.1061 -0.2066 -4.4850
C: 1.7188 -0.7158 3.5813
O: 2.9402 -0.5222 4.3753
P: 3.8205 0.8312 4.0394
O: 4.3338 0.8594 2.6493
O: 4.9929 0.8810 5.1473
C: 4.6280 0.8335 6.5237
O: 2.9056 2.1430 4.4347
C: 3.0365 3.3782 3.6916
H: 0.9172 -0.8591 4.3060
H: 1.7747 -1.6132 2.9652
H: 1.4658 0.1632 2.9885
H: 3.5956 0.5113 6.6590
H: 4.8016 1.8216 6.9498
H: 5.3633 0.1400 6.9317
H: 3.9169 3.3843 3.0490
H: 3.1043 4.3003 4.2688
H: 2.1834 3.4505 3.0170
C: -3.9449 2.5084 2.2299
O: -3.1850 2.4209 3.3609
P: -1.6697 1.7763 3.2648
O: -1.4670 0.5387 2.4576
O: -1.1055 1.5542 4.7865
C: -1.9447 0.8448 5.7076
O: -0.8021 3.0615 2.8069
C: -0.9191 4.3446 3.3270
H: -4.7617 1.7942 2.3349
H: -3.4583 2.2838 1.2808
H: -4.4279 3.4783 2.1115
H: -1.8623 1.2920 6.6983
H: -1.6001 -0.1684 5.9139
H: -3.0030 0.8070 5.4492
H: -1.1651 5.0308 2.5166
H: 0.0498 4.5636 3.7758
H: -1.7031 4.5620 4.0524
C: 3.5814 -3.9025 3.6546
O: 3.2064 -4.7760 2.5735
P: 3.4507 -4.2690 1.0225
O: 4.8496 -4.1051 0.5335
O: 2.5629 -5.3697 0.2511
C: 3.1129 -6.5624 -0.2795
O: 2.5113 -2.9062 1.0513
C: 2.6886 -1.9281 0.0342
H: 3.9221 -2.9154 3.3421
H: 4.4393 -4.3049 4.1933
H: 2.7182 -3.8802 4.3199
H: 4.1899 -6.6166 -0.1206
H: 2.8503 -6.8109 -1.3078
H: 2.6850 -7.4086 0.2580
H: 1.8838 -1.1953 0.0929
H: 2.7801 -2.2681 -0.9973
H: 3.6206 -1.3858 0.1937

Force components x, y, z for each atom (eV/Å):
Na -1.0 -0.1 0.0
Na 0.4 0.1 0.2
F 0.0 -0.1 -0.1
I 0.3 -0.3 0.2
C 0.8 0.0 0.6
O 0.5 1.0 0.3
P 0.9 0.5 -1.4
O -0.2 0.6 0.2
O -1.6 0.1 -0.6
C 0.1 -1.5 -0.5
O 0.9 -0.9 0.9
C -0.4 -0.3 0.1
H -0.4 -0.3 -0.2
H -0.8 -0.4 -0.2
H 0.0 -0.1 0.3
H -0.4 1.0 0.3
H 0.0 0.1 0.2
H 0.1 -0.1 -0.6
H 0.1 0.2 0.2
H 0.5 0.0 0.0
H 0.1 0.0 0.2
C -0.5 1.2 -0.2
O 1.4 1.2 -1.8
P -0.8 -0.5 1.2
O 0.5 1.0 1.2
O 1.8 -2.0 0.2
C -0.5 1.0 0.6
O -1.8 -0.8 -0.2
C 0.2 0.3 -0.6
H 0.0 -0.4 -0.2
H 0.1 -0.6 0.0
H 0.3 0.1 0.1
H -0.5 -0.3 0.1
H 0.1 0.0 0.2
H 0.3 0.0 -0.7
H -0.2 0.1 -0.2
H 0.0 0.2 0.0
H -0.3 -0.5 0.5
C -1.2 -0.2 0.1
O 2.2 0.6 -1.0
P -1.0 0.4 0.8
O 0.1 -0.9 -0.3
O -0.6 0.4 -0.8
C 0.9 0.0 0.4
O -0.3 1.1 1.4
C 0.7 -0.2 -0.3
H 0.9 0.4 -0.3
H -0.2 -0.7 0.8
H -0.7 -0.3 0.1
H 0.0 -0.3 -0.6
H 0.1 0.1 -0.3
H -0.2 -0.1 -0.1
H -0.3 -0.1 0.2
H -0.3 0.2 0.0
H -0.1 0.2 0.1
C -1.2 0.3 -0.8
O 3.6 0.9 1.8
P -2.5 0.2 -1.3
O 0.0 0.0 0.4
O -0.5 -1.0 -0.1
C 0.9 -0.1 -0.1
O 1.5 -1.6 -1.3
C -0.3 1.7 0.3
H 1.0 -0.3 -0.3
H -0.6 -0.4 0.8
H -0.4 -0.2 -0.3
H -0.1 0.5 0.0
H 0.0 0.1 0.4
H -0.7 -0.4 0.4
H -0.5 0.0 0.3
H 0.1 -0.1 0.2
H 0.0 -0.2 -0.3
C 0.2 -0.9 -1.3
O -1.5 1.8 1.9
P -1.5 1.0 0.2
O 0.1 0.2 0.4
O 0.7 -1.4 -0.7
C -0.2 -0.8 1.6
O 2.8 0.2 -0.9
C -1.3 -0.5 0.1
H 0.0 0.1 0.2
H -0.3 0.0 0.2
H 0.8 0.4 -0.3
H 0.3 -0.6 -0.5
H -0.1 0.2 0.1
H -0.1 0.2 -0.2
H -0.1 0.1 -0.4
H 0.0 0.0 -0.1
H 0.0 0.2 0.1
C -0.4 0.2 0.6
O 0.9 2.2 -0.4
P -0.4 0.2 -0.1
O -0.1 0.2 0.8
O -1.4 -0.5 -1.8
C 0.7 0.0 0.2
O 0.7 -1.1 -0.1
C 0.0 -0.2 -1.3
H 0.0 0.0 0.0
H 0.5 0.2 0.0
H 0.2 -0.1 -0.2
H 0.2 -0.1 0.2
H -0.2 0.0 0.1
H -0.4 -0.1 0.5
H 0.1 -0.3 0.1
H -0.2 -0.5 0.8
H -0.1 0.0 0.1
C -2.5 -0.5 -2.4
O 3.8 -1.1 2.5
P 0.4 0.8 0.4
O -0.5 1.6 0.3
O -1.7 0.5 -1.2
C 0.0 -0.4 1.1
O -0.7 -2.8 -0.4
C 0.1 1.5 0.3
H -0.2 -0.1 -0.1
H 0.4 0.0 0.1
H 0.3 0.3 0.3
H 0.0 0.6 -0.2
H 0.2 -0.2 -0.7
H 0.1 0.2 -0.3
H 0.4 0.0 -0.2
H -0.1 0.4 0.0
H -0.1 -0.8 0.3
C 0.3 -0.3 0.2
O 0.6 0.8 -1.9
P -0.5 0.5 1.1
O -1.8 -0.2 0.7
O 0.1 1.2 0.0
C 0.4 -1.3 0.7
O 1.0 -2.5 -0.3
C 0.7 1.4 -0.3
H -0.5 0.1 -0.2
H -0.1 -0.4 0.0
H 0.1 0.4 0.0
H 0.0 0.2 -0.3
H 0.0 1.0 -0.2
H -0.1 0.1 0.4
H 0.0 -0.3 0.1
H -0.3 -0.7 0.2
H 0.1 0.0 0.2

Record 2
The ion C4H6NO with charge +1 at a distorted geometry, computed with the ωB97M-V functional and the def2-TZVPD basis.

**DFT total energy**: -7771.178 eV
**LUMO energy**: -5.37 eV
**F_max**: 6.70 eV/Å
**HOMO energy**: -14.7 eV
**Energy above the lowest of the compared OMol25 structures with the same formula, charge and spin**: 358.87 kJ/mol
**Total charge**: +1

Positions of all 12 atoms, in Å:
C: -1.5356 -0.1971 0.0540
C: -0.9636 0.9171 -0.4007
O: 0.1094 1.5453 0.2914
C: 1.2773 0.9320 0.3498
C: 1.8118 -0.0692 -0.5617
N: 1.2165 -0.6299 0.3707
H: -1.2019 -0.6501 0.8661
H: -2.3036 -0.5333 -0.7091
H: -1.2503 1.4475 -1.2633
H: 1.9381 1.3254 1.0341
H: 2.2927 -0.2845 -1.4935
H: 1.0006 -1.5559 0.5052

Force components x, y, z for each atom (eV/Å):
C -1.6 3.0 -5.8
C 0.3 -0.9 1.3
O -0.2 0.2 -0.4
C -1.5 -0.6 -0.5
C -0.1 0.8 -0.9
N 1.4 1.4 -0.3
H 0.8 -2.3 3.5
H 0.7 -0.1 1.7
H -0.3 0.6 -0.8
H 1.2 1.0 1.6
H 0.1 -0.3 -0.4
H -0.8 -2.9 1.0

Record 3
A cluster of 5 separate species, H10O4S2 in total at a distorted geometry, computed with the ωB97M-V functional and the def2-TZVPD basis.

**DFT total energy**: -30021.743 eV
**LUMO energy**: -0.36 eV
**F_max**: 2.71 eV/Å
**HOMO energy**: -9.6 eV
**Energy above the lowest of the compared OMol25 structures with the same formula, charge and spin**: 135.46 kJ/mol

Positions of all 16 atoms, in Å:
S: -0.0430 0.8266 -2.8704
S: -0.5111 -0.6970 -1.5766
H: -0.7275 1.9608 -3.1979
H: 0.2774 -0.2632 -0.5840
O: 0.4954 -4.6278 -0.2832
H: 0.3928 -4.1937 0.5716
H: 1.3032 -4.2387 -0.6500
O: -1.0318 -0.4195 1.7844
H: -0.9939 -1.0938 1.0856
H: -0.3047 0.1228 1.4604
O: -1.0001 2.7039 1.2298
H: -1.4570 2.2486 0.5134
H: -1.4017 2.3759 2.0366
O: 1.7181 1.4047 0.0137
H: 0.9075 1.7965 0.3581
H: 2.3763 2.0940 0.1084

Force components x, y, z for each atom (eV/Å):
S 2.1 -0.1 -1.7
S -0.9 0.6 0.0
H -1.2 -0.6 1.3
H 0.2 0.1 0.0
O 0.3 0.3 0.0
H 0.0 -0.1 0.0
H -0.3 -0.2 0.1
O 0.4 -0.4 -0.7
H -0.6 -0.1 0.5
H 0.1 0.5 0.5
O 0.4 0.0 -0.4
H -0.2 0.0 0.1
H -0.1 -0.2 0.1
O -0.2 -0.3 0.1
H -0.1 0.3 0.1
H 0.2 0.1 0.0